Entry 1:
This record from the OMol25 dataset describes a 4-piece molecular cluster, C35H41F7NO10P2S overall in a non-equilibrium geometry. The level of theory is ωB97M-V with the def2-TZVPD basis set.

Element x y z (Å)
C 0.319 -5.267 1.007
C 0.819 -4.160 0.821
C 1.396 -2.723 0.457
C 2.037 -2.331 1.900
C 0.938 -2.438 3.086
C 1.477 -1.617 4.354
O 1.598 -2.203 5.418
O 1.789 -0.243 4.297
O 0.213 -1.939 0.284
C 0.403 -0.547 -0.001
C 0.379 0.434 1.278
S -0.413 2.067 1.046
C 0.672 3.252 0.129
C 0.058 3.586 -1.329
C -0.876 -0.175 -0.920
P -2.520 -0.488 -0.106
O -2.598 -0.305 1.375
O -2.988 -2.067 -0.505
O -3.669 0.574 -0.792
C 1.714 -0.207 -0.824
N 2.803 -1.215 -0.963
P 4.309 -0.601 -0.181
O 5.338 -0.032 -1.402
O 4.100 0.492 1.052
C 2.449 -2.702 -0.745
C 3.782 -3.500 -0.366
C 3.751 -5.070 -0.276
O 4.803 -5.569 0.153
O 2.794 -5.989 -0.642
C 1.918 -3.207 -2.153
F 1.038 -2.281 -2.818
F 1.054 -4.328 -2.096
C 2.962 -3.604 -3.269
F 4.122 -2.833 -3.401
F 3.332 -4.975 -3.278
H -0.452 -6.088 0.931
H 2.826 -3.090 2.227
H 2.427 -1.275 1.947
H 0.835 -3.509 3.462
H -0.093 -2.098 2.779
H 1.007 0.235 3.945
H -0.138 -0.064 2.160
H 1.464 0.639 1.585
H 1.764 2.966 0.073
H 0.611 4.241 0.697
H 0.559 2.985 -2.149
H -1.066 3.419 -1.340
H 0.239 4.685 -1.565
H -0.761 0.826 -1.444
H -0.816 -0.938 -1.780
H -2.578 -2.260 -1.380
H -3.907 0.162 -1.655
H 1.342 0.039 -1.882
H 2.063 0.826 -0.470
H 3.078 -1.191 -1.974
H 6.200 -0.495 -1.358
H 4.377 0.038 1.882
H 4.211 -3.225 0.655
H 4.659 -3.276 -1.067
H 3.246 -6.844 -0.809
H 2.417 -3.500 -4.271
F -4.958 -1.223 -2.376
C -5.436 -2.430 -2.746
C -6.507 -2.973 -2.061
C -7.003 -4.213 -2.444
C -6.413 -4.899 -3.502
C -5.334 -4.344 -4.179
C -4.844 -3.099 -3.803
H -6.948 -2.428 -1.234
H -7.847 -4.645 -1.920
H -6.798 -5.869 -3.798
H -4.873 -4.881 -5.001
H -4.009 -2.647 -4.325
F 2.643 5.611 0.094
C 2.661 6.757 -0.615
C 3.867 7.244 -1.087
C 3.885 8.424 -1.822
C 2.698 9.106 -2.067
C 1.493 8.609 -1.584
C 1.473 7.424 -0.858
H 4.783 6.703 -0.878
H 4.823 8.811 -2.203
H 2.713 10.029 -2.637
H 0.569 9.143 -1.772
H 0.542 7.016 -0.480
F -0.995 1.921 4.363
C -2.330 2.118 4.411
C -2.941 2.882 3.431
C -4.315 3.079 3.478
C -5.061 2.520 4.510
C -4.435 1.759 5.492
C -3.062 1.552 5.439
H -2.343 3.316 2.640
H -4.804 3.669 2.711
H -6.133 2.678 4.549
H -5.017 1.327 6.298
H -2.559 0.955 6.190

Calculated values
frontier orbital gap: 6.429 eV
E: -3945.01292 Ha
lowest unoccupied orbital energy: -4.12 eV
total charge: +1

Entry 2:
This record from the OMol25 dataset describes C35H41N7PdS as an isolated structure in a non-equilibrium geometry. The level of theory is ωB97M-V with the def2-TZVPD basis set.

Element x y z (Å)
Pd -2.221 -0.194 -1.045
C 5.122 -0.699 -1.528
C 4.293 -0.510 -0.258
C 4.595 0.879 0.333
C 4.685 -1.598 0.755
C 2.787 -0.616 -0.529
C 2.236 -0.883 -1.774
C 0.855 -0.960 -1.912
N 0.011 -0.812 -0.889
C 0.530 -0.543 0.309
C 1.885 -0.434 0.523
C -0.481 -0.317 1.387
C -0.135 -0.323 2.724
C -1.081 -0.098 3.718
C -2.396 0.105 3.299
C -2.692 0.094 1.960
N -1.756 -0.108 1.011
C -0.727 -0.081 5.203
C -1.212 1.244 5.822
C 0.780 -0.205 5.425
C -1.440 -1.260 5.887
H 6.185 -0.626 -1.278
H 4.902 0.067 -2.275
H 4.959 -1.683 -1.981
H 5.677 1.002 0.456
H 4.133 1.017 1.317
H 4.236 1.672 -0.331
H 5.757 -1.533 0.968
H 4.479 -2.598 0.357
H 4.148 -1.489 1.704
H 2.860 -1.017 -2.653
H 0.407 -1.166 -2.874
H 2.258 -0.193 1.515
H 0.894 -0.519 2.996
H -3.197 0.273 4.014
H -3.699 0.258 1.616
H -0.782 2.107 5.302
H -0.900 1.292 6.869
H -2.302 1.337 5.798
H 1.333 0.615 4.951
H 1.175 -1.159 5.056
H 0.987 -0.163 6.496
H -2.530 -1.194 5.783
H -1.206 -1.259 6.957
H -1.111 -2.218 5.470
C -2.778 3.939 -1.967
C -2.895 2.587 -1.782
N -1.869 1.854 -1.290
C -0.703 2.447 -1.026
C -0.498 3.806 -1.225
C -1.570 4.557 -1.666
C 0.816 4.448 -0.912
C 1.998 4.285 -1.505
C 2.361 3.542 -2.751
C 3.628 3.723 -3.281
C 3.936 3.074 -4.464
N 3.060 2.290 -5.105
C 1.867 2.197 -4.513
N 1.467 2.767 -3.373
H -3.623 4.505 -2.338
H -3.809 2.071 -1.997
H 0.093 1.825 -0.640
H -1.453 5.632 -1.809
H 0.779 5.176 -0.102
H 2.824 4.857 -1.089
H 4.354 4.365 -2.786
H 4.914 3.186 -4.924
H 1.126 1.584 -5.025
C -4.735 -5.367 -3.614
C -4.227 -4.290 -2.714
C -3.999 -4.423 -1.381
C -3.528 -3.326 -0.656
N -3.290 -2.152 -1.263
C -3.473 -2.032 -2.577
S -3.044 -0.556 -3.287
N -3.959 -3.081 -3.273
C -3.319 -3.425 0.816
H -4.845 -6.299 -3.072
H -4.047 -5.524 -4.451
H -5.707 -5.085 -4.030
H -4.189 -5.368 -0.888
H -4.101 -2.951 -4.266
H -3.018 -4.430 1.105
H -4.265 -3.203 1.320
H -2.580 -2.707 1.146

Calculated values
frontier orbital gap: 7.486 eV
E: -2267.26227 Ha
lowest unoccupied orbital energy: -6.16 eV
total charge: +2
energy above the lowest of the compared OMol25 structures with the same formula, charge and spin: 0.474 eV